(1)
C4H4BrO2 | the ωB97M-V functional and the def2-TZVPD basis

Summary:
- net charge = -1
- molecular weight (g mol⁻¹) = 164.0
- energy relative to the best compared isomer or geometry (same formula, charge and spin) (kcal/mol) = 0.00
- 2S+1 = 3
- lowest unoccupied orbital energy (spin up / spin down) (eV) = 3.93 / 1.05

Atoms and positions in Å:
C 0.60 0.39 -1.44
H 1.59 0.59 -1.50
C 0.12 -0.01 -0.25
O 0.40 0.89 2.22
H -1.45 -0.25 1.03
C -0.84 -0.72 0.37
H 0.05 0.45 -2.39
H -0.99 -1.76 0.29
Br -3.15 -0.94 -0.84
C 1.24 0.68 1.40
O 2.40 0.69 1.10

Partial charges, Löwdin, in e: atom 1 (C): 0.0031, atom 2 (H): -0.0044, atom 3 (C): -0.2076, atom 4 (O): 0.0662, atom 5 (H): -0.0242, atom 6 (C): -0.2968, atom 7 (H): 0.0600, atom 8 (H): -0.0051, atom 9 (Br): -0.0910, atom 10 (C): -0.5740, atom 11 (O): 0.0740

(2)
C6H5N4O2S | the ωB97M-V functional and the def2-TZVPD basis

Summary:
- net charge = -1
- molecular weight (g mol⁻¹) = 197.2
- 2S+1 = 3
- lowest unoccupied orbital energy (spin up / spin down) (eV) = 3.28 / 2.41

Atoms and positions in Å:
H -0.32 1.60 1.04
O 4.69 -1.02 0.56
C 4.24 0.09 0.36
C 0.04 -0.51 0.05
C -0.33 1.70 -0.02
H -1.18 2.26 -0.33
N 4.69 1.34 0.56
N 3.90 2.22 -0.06
O -0.69 0.43 -0.54
S 2.46 -2.24 -0.40
C -0.19 -1.76 0.16
H 0.78 1.96 -0.28
N 2.91 1.64 -0.63
C 2.19 -0.60 -0.71
N 3.08 0.30 -0.47
H 0.70 -3.79 0.23
C 0.82 -2.69 0.11
H -1.19 -2.36 0.38

Partial charges, Löwdin, in e: atom 1 (H): 0.0656, atom 2 (O): -0.0471, atom 3 (C): -0.5975, atom 4 (C): -0.2072, atom 5 (C): -0.0963, atom 6 (H): 0.0718, atom 7 (N): 0.0031, atom 8 (N): -0.0732, atom 9 (O): -0.1215, atom 10 (S): 0.9283, atom 11 (C): -0.2647, atom 12 (H): 0.0887, atom 13 (N): -0.0347, atom 14 (C): -0.3505, atom 15 (N): -0.1467, atom 16 (H): 0.0548, atom 17 (C): -0.4112, atom 18 (H): 0.1380

(3)
CHCl2O3S | the ωB97M-V functional and the def2-TZVPD basis

Summary:
- net charge = -1
- molecular weight (g mol⁻¹) = 164.0
- energy relative to the best compared isomer or geometry (same formula, charge and spin) (kcal/mol) = 66.77
- lowest unoccupied orbital energy (spin up / spin down) (eV) = 3.21 / 3.28

Atoms and positions in Å:
O -3.54 -0.79 0.50
O -3.51 1.17 -0.85
O -1.69 0.92 0.87
S -3.17 0.63 0.46
Cl 0.77 1.95 -0.74
H 0.47 -0.32 0.01
C 0.51 0.65 0.31
Cl 1.43 0.92 1.74

Partial charges, Löwdin, in e: atom 1 (O): -0.4734, atom 2 (O): -0.4649, atom 3 (O): -0.5328, atom 4 (S): 0.5554, atom 5 (Cl): 0.5418, atom 6 (H): -0.0236, atom 7 (C): -1.0883, atom 8 (Cl): 0.4858

(4)
C2H8NOS | the ωB97M-V functional and the def2-TZVPD basis

Summary:
- net charge = +1
- molecular weight (g mol⁻¹) = 94.2
- energy relative to the best compared isomer or geometry (same formula, charge and spin) (kcal/mol) = 29.71
- lowest unoccupied orbital energy (eV) = -4.04

Atoms and positions in Å:
H 1.61 0.50 -1.99
H -1.88 0.12 0.43
H 1.83 0.69 -0.36
O -0.64 1.73 0.56
C -0.92 0.61 0.15
H 0.83 1.76 -1.14
H -0.64 -0.08 -1.82
H -1.11 -1.11 2.83
S -0.88 -2.16 2.08
C -0.07 -0.06 -0.88
N 1.17 0.79 -1.12
H 0.43 -1.72 1.87
H 0.26 -1.07 -0.60

Partial charges, Löwdin, in e: atom 1 (H): 0.1716, atom 2 (H): 0.1250, atom 3 (H): 0.1734, atom 4 (O): 0.0706, atom 5 (C): -0.2497, atom 6 (H): 0.1678, atom 7 (H): 0.1561, atom 8 (H): -0.2130, atom 9 (S): 0.5280, atom 10 (C): -0.0943, atom 11 (N): 0.2140, atom 12 (H): -0.1687, atom 13 (H): 0.1193

Q: The lowest molecular weight belongs to which entry?
A: C2H8NOS